1.
{
  "formula": "C46H40N3O3PS2SeSr",
  "method": "the ωB97M-V functional and the def2-TZVPD basis",
  "total_energy_ha": -5736.8496,
  "relative_energy_kj_mol": 0.0,
  "species": ["Sr", "O", "S", "C", "C", "C", "C", "S", "O", "C", "C", "C", "C", "C", "C", "C", "C", "C", "C", "C", "C", "H", "H", "H", "H", "H", "H", "H", "H", "H", "H", "H", "H", "H", "H", "H", "H", "H", "H", "C", "C", "C", "C", "N", "C", "C", "C", "C", "C", "C", "N", "H", "H", "H", "H", "H", "H", "H", "H", "O", "C", "C", "C", "C", "C", "C", "C", "P", "C", "C", "C", "C", "C", "C", "C", "C", "C", "C", "C", "C", "H", "H", "H", "H", "H", "H", "H", "H", "H", "H", "H", "H", "H", "H", "Se", "C", "N"],
  "coordinates": [[-0.1069, 0.1822, 0.0723], [0.8148, 0.1079, 2.3604], [1.9294, -0.0263, 3.3632], [1.8211, 1.4495, 4.4097], [0.5362, 1.6430, 5.2024], [-0.7577, 1.7308, 4.3881], [-0.8612, 3.0087, 3.5646], [-2.0283, 2.9186, 2.1795], [-1.4836, 1.8678, 1.2563], [-3.3873, 2.1325, 3.0326], [-4.2739, 2.9129, 3.7602], [-5.3177, 2.2950, 4.4318], [-5.4706, 0.9160, 4.3561], [-4.5834, 0.1516, 3.6110], [-3.5307, 0.7568, 2.9376], [1.3234, -1.2291, 4.5402], [2.1101, -1.5733, 5.6320], [1.6393, -2.5178, 6.5289], [0.4034, -3.1199, 6.3200], [-0.3597, -2.7821, 5.2126], [0.0971, -1.8296, 4.3091], [2.0329, 2.2478, 3.6931], [2.6877, 1.3871, 5.0718], [0.6572, 2.5581, 5.7927], [0.4343, 0.8277, 5.9224], [-1.6027, 1.6829, 5.0773], [-0.8334, 0.8690, 3.7260], [0.0767, 3.2650, 3.0646], [-1.1734, 3.8715, 4.1585], [-4.1549, 3.9896, 3.7987], [-6.0161, 2.8898, 5.0053], [-6.2893, 0.4375, 4.8775], [-4.6999, -0.9227, 3.5527], [-2.8268, 0.1633, 2.3644], [3.0814, -1.1150, 5.7770], [2.2405, -2.7930, 7.3853], [0.0427, -3.8631, 7.0189], [-1.3140, -3.2622, 5.0394], [-0.4815, -1.5710, 3.4304], [-4.9182, 0.1609, -0.8003], [-5.1762, 1.2494, -1.6117], [-4.1150, 1.9042, -2.2144], [-2.8246, 1.4467, -1.9818], [-2.5746, 0.4081, -1.1811], [-3.5977, -0.2212, -0.6106], [-1.6390, 2.0964, -2.6263], [-1.7669, 2.8265, -3.8007], [-0.6389, 3.3948, -4.3681], [0.5855, 3.2184, -3.7501], [0.6313, 2.4621, -2.5892], [-0.4516, 1.9111, -2.0408], [-5.7159, -0.3808, -0.3113], [-6.1900, 1.5933, -1.7718], [-4.2903, 2.7690, -2.8375], [-3.3426, -1.0539, 0.0342], [-2.7290, 2.9233, -4.2829], [-0.7175, 3.9572, -5.2894], [1.4934, 3.6393, -4.1580], [1.5677, 2.2738, -2.0759], [-1.8707, -1.9832, 1.5522], [-1.0439, -2.2567, 0.6614], [-0.7338, -3.7164, 0.4211], [-1.0971, -4.7443, 1.2834], [-0.7220, -6.0484, 1.0072], [0.0154, -6.3231, -0.1410], [0.3758, -5.3037, -1.0107], [0.0085, -3.9898, -0.7328], [0.4722, -2.5295, -1.7544], [-1.0523, -2.1803, -2.7171], [-2.2686, -2.8252, -2.5209], [-3.3995, -2.4275, -3.2242], [-3.3276, -1.3820, -4.1321], [-2.1150, -0.7351, -4.3396], [-0.9906, -1.1282, -3.6330], [1.5146, -3.3121, -3.0497], [1.0091, -4.0069, -4.1476], [1.8666, -4.5942, -5.0653], [3.2420, -4.4977, -4.8939], [3.7557, -3.8053, -3.8074], [2.8949, -3.2100, -2.8953], [-1.6745, -4.4923, 2.1660], [-0.9967, -6.8538, 1.6772], [0.3151, -7.3407, -0.3583], [0.9533, -5.5350, -1.8974], [-2.3369, -3.6375, -1.8084], [-4.3412, -2.9358, -3.0576], [-4.2101, -1.0729, -4.6780], [-2.0471, 0.0807, -5.0490], [-0.0494, -0.6091, -3.7857], [-0.0629, -4.0889, -4.2827], [1.4632, -5.1311, -5.9147], [3.9111, -4.9569, -5.6102], [4.8264, -3.7192, -3.6751], [3.2930, -2.6500, -2.0565], [3.9327, 2.5943, 1.4270], [3.0199, 1.4718, 0.3651], [2.3862, 0.7579, -0.3075]],
  "lowdin_charge": [1.26, -0.68, 1.00, -0.33, -0.21, -0.23, -0.30, 1.02, -0.66, -0.39, -0.09, -0.08, -0.08, -0.05, -0.07, -0.38, -0.09, -0.08, -0.08, -0.06, -0.06, 0.03, 0.10, 0.12, 0.11, 0.12, 0.08, 0.10, 0.10, 0.11, 0.10, 0.10, 0.11, 0.09, 0.11, 0.10, 0.10, 0.11, 0.08, -0.04, -0.05, -0.01, -0.23, 0.08, -0.12, -0.23, -0.02, -0.05, -0.04, -0.11, 0.06, 0.11, 0.11, 0.11, 0.09, 0.11, 0.11, 0.11, 0.09, -0.14, -0.39, -0.26, -0.04, -0.08, -0.08, -0.07, -0.32, 1.07, -0.39, -0.08, -0.08, -0.09, -0.09, -0.11, -0.39, -0.10, -0.09, -0.09, -0.09, -0.10, 0.10, 0.10, 0.10, 0.10, 0.11, 0.10, 0.10, 0.10, 0.11, 0.11, 0.10, 0.10, 0.10, 0.10, 0.45, -0.99, -0.10]
}

2.
{
  "formula": "C41H108N10O13",
  "method": "the ωB97M-V functional and the def2-TZVPD basis",
  "total_energy_ha": -3151.7629,
  "spin_multiplicity": 2,
  "total_charge": 1,
  "species": ["C", "O", "N", "N", "H", "H", "H", "H", "C", "O", "C", "C", "N", "C", "C", "O", "C", "H", "H", "H", "H", "H", "H", "H", "H", "H", "H", "H", "H", "H", "H", "H", "C", "O", "C", "C", "N", "C", "C", "O", "C", "H", "H", "H", "H", "H", "H", "H", "H", "H", "H", "H", "H", "H", "H", "H", "C", "O", "C", "C", "N", "C", "C", "O", "C", "H", "H", "H", "H", "H", "H", "H", "H", "H", "H", "H", "H", "H", "H", "H", "C", "O", "C", "C", "N", "C", "C", "O", "C", "H", "H", "H", "H", "H", "H", "H", "H", "H", "H", "H", "H", "H", "H", "H", "C", "C", "C", "O", "C", "N", "H", "H", "H", "H", "H", "H", "H", "H", "H", "H", "H", "C", "C", "C", "O", "C", "N", "H", "H", "H", "H", "H", "H", "H", "H", "H", "H", "H", "C", "C", "C", "O", "C", "N", "H", "H", "H", "H", "H", "H", "H", "H", "H", "H", "H", "C", "C", "C", "O", "C", "N", "H", "H", "H", "H", "H", "H", "H", "H", "H", "H", "H"],
  "coordinates": [[0.7163, 5.9854, 3.2788], [0.0283, 6.3645, 2.3485], [0.5340, 4.8884, 3.9845], [1.7033, 6.6648, 3.7234], [-0.3533, 4.4083, 3.9361], [1.1697, 4.6610, 4.7356], [1.9872, 7.4923, 3.2186], [2.1728, 6.4121, 4.5812], [1.7034, -2.6484, -4.5231], [1.6638, -1.4025, -3.9131], [0.4150, -1.0001, -3.3301], [-0.6664, -0.7930, -4.3673], [-0.3431, 0.3351, -5.1277], [-0.9444, 0.3479, -6.4676], [-2.5295, 0.2607, -6.4545], [-2.8824, -1.0822, -6.9955], [-3.0216, -1.1417, -8.4824], [2.6445, -3.0557, -4.8924], [1.0213, -2.6383, -5.3732], [1.3226, -3.4264, -3.8615], [0.5274, -0.1109, -2.7098], [0.1274, -1.7316, -2.5749], [-1.5156, -0.5585, -3.7254], [-1.0154, -1.6007, -5.0106], [0.6660, 0.3518, -5.1656], [-0.4626, -0.4463, -7.0379], [-0.7288, 1.3179, -6.9156], [-2.9784, 1.0380, -7.0729], [-2.9711, 0.4277, -5.4720], [-2.0561, -1.0511, -8.9800], [-3.5703, -0.3176, -8.9384], [-3.3644, -2.1501, -8.7141], [-2.5780, 2.9271, 0.3874], [-1.2299, 2.7256, -0.0020], [-0.3908, 3.8867, 0.0282], [0.8400, 3.5864, 0.8375], [1.7897, 2.7476, 0.0809], [2.6569, 2.0106, 1.0170], [1.9026, 0.7491, 1.4262], [1.7363, -0.2019, 0.3507], [0.7268, -1.0739, 0.5243], [-2.9722, 3.8501, -0.0377], [-2.5986, 2.9982, 1.4749], [-3.2156, 2.0637, 0.1974], [-0.8719, 4.7137, 0.5505], [-0.2034, 4.3104, -0.9584], [0.6903, 3.2267, 1.8555], [1.2981, 4.5706, 0.9357], [1.3179, 2.1325, -0.5665], [2.8607, 2.5887, 1.9184], [3.4934, 1.5722, 0.4727], [0.8818, 1.0510, 1.6604], [2.3290, 0.4371, 2.3796], [0.5846, -1.3830, -0.5113], [-0.2349, -0.6276, 0.7775], [0.9818, -1.7913, 1.3043], [-2.3467, 3.4644, 5.4715], [-1.4036, 3.0001, 4.6419], [-0.9273, 1.6063, 4.9935], [-1.9482, 0.4707, 4.4100], [-3.1486, 0.2320, 5.2525], [-4.1340, -0.4748, 4.4987], [-5.0337, 0.2839, 3.5869], [-4.4693, 0.5213, 2.2726], [-4.2192, -0.5701, 1.3905], [-3.3056, 3.1513, 5.0585], [-2.1974, 4.5318, 5.3090], [-2.2287, 3.2510, 6.5338], [-0.5040, 1.4666, 5.9882], [-0.0281, 1.5719, 4.3783], [-1.4417, -0.4928, 4.3531], [-2.3362, 0.8332, 3.4581], [-3.3837, 1.2134, 5.2938], [-4.7574, -0.9897, 5.2297], [-3.6299, -1.2908, 3.9808], [-5.4274, 1.1671, 4.0900], [-5.9677, -0.2554, 3.4286], [-3.9114, -1.5946, 1.5998], [-3.5074, -0.2145, 0.6455], [-5.1900, -0.5896, 0.8952], [2.8979, -4.3310, -0.4221], [2.6731, -5.5303, 0.1406], [3.3882, -6.6319, -0.3411], [2.9286, -8.0069, 0.1592], [1.7369, -8.5284, -0.6226], [1.3105, -9.8689, -0.3880], [0.6171, -10.4078, -1.5955], [-0.7704, -10.1400, -1.4969], [-1.5933, -10.9130, -2.2074], [2.7407, -3.4618, 0.2165], [2.2442, -3.9547, -1.2090], [3.9176, -4.3761, -0.8045], [4.4135, -6.7070, 0.0211], [3.5166, -6.5521, -1.4205], [2.4172, -8.1760, 1.1068], [3.8419, -8.5984, 0.0950], [0.9120, -7.9526, -0.7133], [0.7139, -9.9411, 0.5213], [2.1862, -10.4383, -0.0765], [0.8353, -11.4710, -1.4954], [0.8313, -9.9923, -2.5802], [-1.5637, -10.5117, -3.2204], [-2.5623, -10.7201, -1.7469], [-1.4329, -11.9869, -2.1126], [-3.5051, 6.7243, 0.6431], [-3.9323, 7.2180, 2.0573], [-4.4388, 6.1441, 3.0173], [-5.7334, 5.5383, 2.7659], [-6.7978, 6.3928, 3.0750], [-2.9585, 8.1369, 2.5644], [-3.2102, 7.4728, -0.0924], [-4.3661, 6.1920, 0.2389], [-2.6745, 6.0208, 0.7012], [-4.7763, 7.9019, 1.9683], [-4.2476, 6.4593, 4.0431], [-3.7399, 5.3114, 2.9386], [-7.3106, 5.9554, 3.9316], [-7.5532, 6.3520, 2.2903], [-6.5638, 7.4036, 3.4092], [-2.7963, 8.8505, 1.8683], [-2.0860, 7.6282, 2.5720], [5.3473, -1.3867, -1.0044], [6.0747, -1.0921, 0.3500], [5.2630, -1.7742, 1.5147], [5.3735, -3.1910, 1.5221], [4.5304, -3.7201, 2.4718], [7.4159, -1.7351, 0.4117], [4.3656, -1.0732, -0.6493], [5.5291, -2.4259, -1.2785], [5.6894, -0.7419, -1.8138], [6.1861, -0.0253, 0.5440], [4.2485, -1.3762, 1.5381], [5.7209, -1.5199, 2.4706], [3.5229, -3.3045, 2.4874], [5.0222, -3.5494, 3.4295], [4.3752, -4.7989, 2.4613], [7.6855, -1.3601, -0.4865], [7.9388, -1.1353, 1.0338], [1.3914, 5.9902, -6.5498], [2.7278, 6.4640, -5.7781], [3.2815, 5.4622, -4.7873], [2.3257, 5.1242, -3.6833], [2.5423, 3.8431, -3.2170], [3.6656, 6.6949, -6.9526], [0.9173, 6.5664, -7.3443], [0.6390, 5.8517, -5.7733], [1.4962, 5.0093, -7.0134], [2.6557, 7.3965, -5.2183], [4.0822, 5.7983, -4.1285], [3.5505, 4.5558, -5.3297], [1.7486, 3.8396, -2.4699], [3.4680, 3.7659, -2.6467], [2.5651, 3.0386, -3.9521], [3.3848, 7.4857, -7.5146], [4.5854, 6.8169, -6.5537], [-2.5817, -5.1851, 1.7069], [-1.9818, -4.4748, 2.9104], [-1.0976, -3.3080, 2.4807], [-0.3177, -2.7720, 3.5400], [0.9433, -3.4875, 3.7035], [-3.0931, -3.9627, 3.6858], [-3.2224, -4.4775, 1.1806], [-3.3311, -5.9261, 1.9850], [-1.7741, -5.6042, 1.1066], [-1.4587, -5.2355, 3.4899], [-1.7004, -2.4995, 2.0672], [-0.4740, -3.6077, 1.6385], [1.8654, -2.9355, 3.5209], [1.0361, -4.4531, 3.2064], [1.0760, -3.6475, 4.7736], [-2.7471, -3.0820, 4.0390], [-3.3132, -4.5027, 4.5104]],
  "lowdin_spin": [0.00, 0.00, 0.00, 0.00, 0.00, 0.00, 0.00, 0.00, 0.00, 0.00, 0.00, 0.00, 0.00, 0.00, 0.00, 0.00, 0.00, 0.00, 0.00, 0.00, 0.00, 0.00, 0.00, 0.00, 0.00, 0.00, 0.00, 0.00, 0.00, 0.00, 0.00, 0.00, 0.00, 0.00, 0.00, 0.00, 0.00, 0.00, 0.00, 0.00, 0.00, 0.00, 0.00, 0.00, 0.00, 0.00, 0.00, 0.00, 0.00, 0.00, 0.00, 0.00, 0.00, 0.00, 0.00, 0.00, 0.00, 0.00, 0.00, 0.00, 0.00, 0.00, 0.00, 0.00, 0.00, 0.00, 0.00, 0.00, 0.00, 0.00, 0.00, 0.00, 0.00, 0.00, 0.00, 0.00, 0.00, 0.00, 0.00, 0.00, 0.00, 0.00, 0.00, 0.07, 0.70, 0.08, 0.03, 0.01, 0.00, 0.00, 0.00, 0.00, 0.00, 0.00, 0.04, 0.01, 0.02, 0.04, 0.00, 0.01, 0.00, 0.00, 0.00, 0.00, 0.00, 0.00, 0.00, 0.00, 0.00, 0.00, 0.00, 0.00, 0.00, 0.00, 0.00, 0.00, 0.00, 0.00, 0.00, 0.00, 0.00, 0.00, 0.00, 0.00, 0.00, 0.00, 0.00, 0.00, 0.00, 0.00, 0.00, 0.00, 0.00, 0.00, 0.00, 0.00, 0.00, 0.00, 0.00, 0.00, 0.00, 0.00, 0.00, 0.00, 0.00, 0.00, 0.00, 0.00, 0.00, 0.00, 0.00, 0.00, 0.00, 0.00, 0.00, 0.00, 0.00, 0.00, 0.00, 0.00, 0.00, 0.00, 0.00, 0.00, 0.00, 0.00, 0.00, 0.00, 0.00, 0.00, 0.00, 0.00]
}

3.
{
  "formula": "C5H8O2",
  "method": "the ωB97M-V functional and the def2-TZVPD basis",
  "total_energy_ha": -345.5686,
  "relative_energy_kj_mol": 620.7,
  "species": ["C", "C", "C", "C", "O", "C", "O", "H", "H", "H", "H", "H", "H", "H", "H"],
  "coordinates": [[-1.4511, -0.8850, -1.0993], [-0.2232, -0.5057, -0.3471], [0.9068, 0.3634, -0.7531], [0.1160, 0.6944, 0.5076], [-0.5948, 1.8642, 0.6548], [0.3163, -0.3360, 1.5841], [0.2242, -1.3941, 0.7003], [-1.2515, -1.7254, -1.7725], [-1.7956, -0.0334, -1.6934], [-2.2434, -1.1733, -0.4019], [1.9347, 0.0121, -0.6735], [0.6836, 1.0284, -1.5849], [0.0364, 2.5918, 0.7256], [2.0303, -0.1515, 1.8028], [1.3112, -0.3499, 2.3505]],
  "nbo_charge": [-0.63, 0.26, -0.45, 0.10, -0.68, 0.09, -0.51, 0.23, 0.23, 0.23, 0.23, 0.23, 0.48, 0.03, 0.16]
}